[1]
C20H14N4OS3SbW as an isolated structure, computed with ωB97M-V/def2-TZVPD.

## Properties
multiplicity = 2
net charge = +2
HOMO level (alpha / beta) = -12.29 / -12.29 eV
⟨S²⟩ = 0.763
lowest unoccupied orbital energy (alpha / beta) = -7.98 / -8.55 eV
energy relative to the best compared isomer or geometry (same formula, charge and spin) = 0.000 eV

Structure (XYZ):
```
44
Properties=species:S:1:pos:R:3:nbo_charge:R:1
W -5.23 1.97 -1.47 0.88
S -5.62 3.91 -2.76 -0.36
Sb -7.70 2.74 -2.60 1.18
S -6.33 0.78 -3.09 -0.29
S -6.84 2.22 -0.06 -0.05
C 6.77 -3.70 2.21 -0.26
O 6.53 -2.33 1.92 -0.46
C 5.30 -1.95 1.57 0.37
C 4.20 -2.81 1.46 -0.33
C 2.97 -2.30 1.09 -0.05
C 2.80 -0.95 0.82 -0.21
C 3.90 -0.09 0.94 -0.14
C 5.13 -0.58 1.31 -0.25
C 1.49 -0.47 0.44 0.45
N 0.41 -1.22 0.29 -0.46
C -0.58 -0.37 -0.07 0.12
C -0.11 0.94 -0.16 0.15
N 1.21 0.86 0.17 -0.52
C -0.94 2.03 -0.52 -0.08
C -0.54 3.38 -0.61 -0.07
C -1.47 4.33 -0.95 -0.23
C -2.79 3.96 -1.20 0.11
N -3.20 2.69 -1.14 -0.55
C -2.29 1.73 -0.78 0.21
C -2.77 0.39 -0.72 0.12
N -4.09 0.20 -1.04 -0.54
C -4.59 -1.03 -0.98 0.12
C -3.83 -2.13 -0.60 -0.24
C -2.50 -1.96 -0.30 -0.06
C -1.94 -0.67 -0.35 0.01
H 7.83 -3.76 2.47 0.22
H 6.57 -4.32 1.34 0.19
H 6.17 -4.04 3.05 0.19
H 4.31 -3.86 1.66 0.24
H 2.12 -2.97 1.00 0.23
H 3.82 0.97 0.74 0.19
H 5.99 0.07 1.40 0.24
H 1.87 1.61 0.23 0.43
H 0.48 3.67 -0.42 0.24
H -1.21 5.38 -1.02 0.27
H -3.52 4.71 -1.46 0.24
H -5.64 -1.15 -1.24 0.24
H -4.29 -3.11 -0.57 0.26
H -1.86 -2.79 -0.01 0.27
```

[2]
A 11-piece molecular cluster, C20H15Cl40F4NO overall, computed with ωB97M-V/def2-TZVPD.

## Properties
multiplicity = 1
net charge = 0
HOMO level = -10.01 eV
SMILES string = O=C1C[C@H](CCCF)[C@H](CCC(F)(F)F)N1.ClC(Cl)(Cl)Cl.ClC(Cl)(Cl)Cl.ClC(Cl)(Cl)Cl.ClC(Cl)(Cl)Cl.ClC(Cl)(Cl)Cl.ClC(Cl)(Cl)Cl.ClC(Cl)(Cl)Cl.ClC(Cl)(Cl)Cl.ClC(Cl)(Cl)Cl.ClC(Cl)(Cl)Cl
lowest unoccupied orbital energy = -0.10 eV

Structure (XYZ):
```
81
Properties=species:S:1:pos:R:3:lowdin_charge:R:1
O 3.27 2.84 2.55 0.08
C 2.84 2.32 1.56 -0.49
C 1.62 1.36 1.47 -0.08
C 1.49 1.26 -0.04 -0.26
C 0.51 0.25 -0.67 -0.14
C -0.52 -0.27 0.32 -0.16
C -1.66 -0.92 -0.44 -0.26
F -2.55 -1.52 0.42 -0.08
C 2.92 1.40 -0.56 -0.27
C 3.95 0.34 -0.24 -0.12
C 3.82 -0.99 -0.99 -0.05
C 3.17 -2.10 -0.19 -0.64
F 2.35 -2.82 -0.97 0.00
F 2.44 -1.67 0.84 0.15
F 4.09 -2.92 0.30 0.15
N 3.40 2.55 0.26 0.08
H 1.68 0.45 2.05 0.12
H 0.80 1.95 1.85 0.04
H 1.05 2.23 -0.29 0.13
H 0.98 -0.56 -1.22 0.10
H -0.06 0.81 -1.40 0.07
H -0.95 0.54 0.89 0.12
H -0.10 -1.02 0.99 0.12
H -1.25 -1.66 -1.11 0.06
H -2.21 -0.20 -1.05 0.05
H 2.90 1.68 -1.60 0.15
H 4.04 0.14 0.82 0.13
H 4.90 0.75 -0.54 0.12
H 3.36 -0.89 -1.97 0.13
H 4.82 -1.34 -1.18 0.12
H 2.89 3.37 -0.07 0.13
C -1.88 0.94 -5.01 -2.04
Cl -0.23 0.50 -5.46 0.52
Cl -2.06 0.80 -3.25 0.58
Cl -2.20 2.61 -5.50 0.54
Cl -3.02 -0.14 -5.81 0.52
C 3.84 2.80 7.39 -2.04
Cl 2.78 1.49 6.87 0.51
Cl 3.99 2.78 9.15 0.49
Cl 5.44 2.59 6.68 0.54
Cl 3.16 4.36 6.89 0.51
C -0.90 4.97 2.48 -2.02
Cl -1.22 5.07 0.74 0.52
Cl -2.20 4.06 3.27 0.54
Cl 0.64 4.14 2.72 0.63
Cl -0.81 6.59 3.16 0.50
C 2.29 9.03 4.12 -2.05
Cl 2.52 7.42 4.82 0.51
Cl 2.86 10.24 5.27 0.53
Cl 3.21 9.18 2.62 0.53
Cl 0.57 9.32 3.80 0.49
C -1.08 -5.12 -1.96 -2.03
Cl 0.30 -4.13 -1.52 0.62
Cl -0.75 -6.01 -3.44 0.51
Cl -1.44 -6.25 -0.64 0.54
Cl -2.47 -4.06 -2.21 0.53
C -6.02 -3.27 1.73 -2.05
Cl -7.28 -4.49 1.55 0.52
Cl -5.39 -3.31 3.38 0.53
Cl -4.71 -3.59 0.59 0.53
Cl -6.69 -1.67 1.40 0.50
C -2.00 -6.62 -7.35 -2.05
Cl -1.84 -7.06 -9.06 0.52
Cl -3.68 -6.80 -6.85 0.53
Cl -0.98 -7.67 -6.37 0.51
Cl -1.49 -4.94 -7.12 0.49
C 0.04 -2.09 -9.51 -2.05
Cl -1.31 -1.35 -8.66 0.50
Cl 1.47 -2.07 -8.47 0.52
Cl -0.36 -3.76 -9.91 0.50
Cl 0.38 -1.19 -10.99 0.53
C -8.50 0.22 -1.62 -2.07
Cl -7.30 -1.02 -2.01 0.51
Cl -9.18 0.89 -3.10 0.52
Cl -9.78 -0.50 -0.64 0.52
Cl -7.71 1.51 -0.69 0.52
C 3.40 -1.95 9.76 -2.05
Cl 4.71 -2.90 10.46 0.52
Cl 3.82 -0.24 9.77 0.48
Cl 3.13 -2.48 8.09 0.52
Cl 1.92 -2.21 10.69 0.52
```

[3]
C20H15CoN7O3 as an isolated structure, computed with ωB97M-V/def2-TZVPD.

## Properties
multiplicity = 2
net charge = 0
HOMO level (alpha / beta) = -7.15 / -7.27 eV
⟨S²⟩ = 0.756
lowest unoccupied orbital energy (alpha / beta) = -0.79 / -0.77 eV
energy relative to the best compared isomer or geometry (same formula, charge and spin) = 0.000 eV

Structure (XYZ):
```
46
Properties=species:S:1:pos:R:3:nbo_charge:R:1
Co -0.15 -0.79 -0.61 1.08
O 3.87 0.55 -1.62 -0.68
C 4.19 0.92 -0.37 0.35
C 5.41 1.56 -0.16 -0.28
C 5.78 1.98 1.10 -0.17
C 4.95 1.75 2.19 -0.27
C 3.75 1.11 2.01 -0.15
C 3.34 0.69 0.74 -0.17
C 2.06 0.02 0.56 0.54
O 1.58 -0.18 -0.64 -0.79
N 1.37 -0.41 1.59 -0.42
N 0.20 -0.96 1.20 -0.31
C -0.57 -1.48 2.12 0.11
C -1.83 -2.07 1.86 -0.25
C -2.65 -2.56 2.89 -0.14
C -3.92 -3.03 2.63 -0.28
C -4.41 -3.02 1.33 -0.17
C -3.61 -2.60 0.29 -0.31
C -2.30 -2.15 0.51 0.47
O -1.55 -1.84 -0.51 -0.76
H 2.96 0.17 -1.59 0.51
H 6.04 1.73 -1.02 0.22
H 6.73 2.48 1.23 0.21
H 5.25 2.10 3.17 0.21
H 3.09 0.91 2.84 0.23
H -0.22 -1.43 3.15 0.20
H -2.28 -2.55 3.90 0.21
H -4.54 -3.39 3.44 0.21
H -5.42 -3.35 1.13 0.21
H -3.97 -2.61 -0.73 0.21
N -0.46 -0.21 -4.66 -0.33
C 0.03 -0.97 -3.68 0.23
N -0.35 -0.49 -2.52 -0.47
C -1.10 0.63 -2.83 0.28
N -1.18 0.81 -4.15 -0.23
C -1.65 1.43 -1.81 0.11
C -2.45 2.57 -2.02 0.04
N -2.95 3.28 -1.06 -0.36
C -2.67 2.88 0.21 0.00
C -1.89 1.77 0.46 0.01
N -1.36 1.04 -0.52 -0.39
H -0.35 -0.29 -5.66 0.43
H 0.64 -1.84 -3.84 0.23
H -2.66 2.86 -3.04 0.21
H -3.09 3.47 1.00 0.21
H -1.67 1.46 1.48 0.22
```

no.,maximum force (eV/Å),electronic energy (eV)
1,0.5,-69833.478
2,1.2,-536284.785
3,3.5,-75184.423